Formula: CH3N3O2S
Source: OMol25
Level of theory: ωB97M-V with the def2-TZVPD basis set

Highest occupied orbital energy (eV): -10.9
Multiplicity: 1

Last column: natural (NBO) charge in e.
Geometry (Å):
C 1.5142 0.3579 0.0605  0.693
N 0.4670 0.7715 -0.3816  -0.794
N -1.4784 -1.3708 -0.9865  -1.022
N 2.6695 0.1367 0.2135  -0.660
O -2.4745 0.9708 -0.5806  -0.846
O -1.3229 -0.2149 1.2740  -0.894
S -1.7005 -0.1670 -0.1295  2.306
H 0.0266 1.5986 -0.0592  0.425
H -0.7608 -1.9085 -0.4539  0.391
H 3.0598 -0.1744 1.0434  0.403



Formula: C7H10
Source: OMol25
Level of theory: ωB97M-V with the def2-TZVPD basis set

Highest occupied orbital energy (eV): -7.6
Multiplicity: 1

Last column: natural (NBO) charge in e.
Geometry (Å):
C 0.6183 0.4042 1.8578  -0.667
C 1.3334 0.4372 0.5529  -0.151
C 1.1508 -0.4085 -0.5109  -0.198
C 0.0815 -1.4610 -0.5700  -0.465
C -1.2704 -0.8526 -0.8736  -0.320
C -1.3940 0.4610 -0.9406  -0.294
C -0.9499 1.6734 -0.7406  -0.131
H 1.3226 0.2581 2.6728  0.219
H 0.1232 1.3563 2.0320  0.236
H -0.1489 -0.3682 1.9235  0.214
H 2.1662 1.1412 0.4886  0.201
H 1.8307 -0.3265 -1.3517  0.207
H 0.0255 -1.9998 0.3844  0.217
H 0.3190 -2.2168 -1.3313  0.217
H -2.1169 -1.5095 -1.0332  0.220
H -2.4153 1.0354 -1.0506  0.321
H -0.7464 2.2969 -1.6138  0.174



Formula: CHBr2FS
Source: OMol25
Level of theory: ωB97M-V with the def2-TZVPD basis set

Highest occupied orbital energy (spin up / spin down) (eV): -10.1 / -8.8
Multiplicity: 1

Last column: natural (NBO) charge in e.
Geometry (Å):
C 1.6017 -0.3809 2.9439  0.105
F 0.9857 0.7457 3.2707  -0.325
S 0.8865 0.7144 -0.2553  -0.110
Br 0.9993 -1.8656 3.8931  0.117
Br 3.4270 -0.1837 2.6338  0.119
H -0.2126 0.0005 -0.4754  0.093



Formula: C4H8O3S
Source: OMol25
Level of theory: ωB97M-V with the def2-TZVPD basis set

Highest occupied orbital energy (eV): -9.6
Multiplicity: 1

Last column: natural (NBO) charge in e.
Geometry (Å):
C -0.7113 0.2625 1.2468  -0.421
C -1.8607 0.5246 0.3267  -0.430
C -0.9254 -0.5176 0.0694  -0.044
C 2.4641 0.2365 -0.0769  -0.635
O -0.0608 1.2682 -1.5622  -0.934
O 0.4906 -1.0916 -2.0832  -0.935
O -1.0882 -1.9714 0.1283  -0.674
S 0.3084 -0.0368 -1.1240  2.009
H 0.1330 0.8920 1.0976  0.213
H -0.8913 -0.0647 2.1659  0.233
H -2.8291 0.2750 0.7484  0.242
H -1.8914 1.4844 -0.3349  0.268
H 2.6828 1.3116 -0.4362  0.224
H 2.0822 0.1617 0.9139  0.190
H 3.1896 -0.4851 -0.2903  0.204
H -1.0927 -2.2493 -0.7893  0.490